1.
C25H24ClNO4SiTi as an isolated structure in a non-equilibrium geometry, computed with wB97M-V/def2-TZVPD.

Geometry (Å):
Ti: -0.02466 0.12436 -0.16503
C: -1.16338 2.25296 -0.94762
C: -2.11671 1.21600 -0.87926
C: -2.26064 0.84454 0.47209
C: -1.35439 1.60495 1.23201
C: -0.67588 2.48074 0.34766
H: -0.88708 2.80441 -1.83183
H: -2.72038 0.85537 -1.69679
H: -2.95898 0.12178 0.85962
H: -1.27168 1.60129 2.30752
H: 0.03368 3.24170 0.63397
O: -1.34657 -3.36498 1.17726
C: -1.05699 -2.42846 0.44437
O: -0.62325 -1.26068 0.86863
C: -1.18754 -2.49956 -1.02762
C: -1.56766 -3.68288 -1.65385
C: -1.63485 -3.73272 -3.02634
C: -1.29723 -2.56715 -3.78140
C: -1.32270 -2.53745 -5.18325
C: -0.98658 -1.39266 -5.88762
C: -0.61702 -0.24406 -5.19560
C: -0.58531 -0.23537 -3.81129
C: -0.92431 -1.38656 -3.06978
N: -0.89651 -1.35522 -1.70909
H: -1.79302 -4.53166 -1.02324
H: -1.92554 -4.63756 -3.54647
H: -1.61814 -3.43680 -5.71292
H: -1.00571 -1.39123 -6.97108
H: -0.35374 0.65314 -5.74456
H: -0.30034 0.66134 -3.27702
C: 2.58968 2.07528 1.98400
Si: 1.73614 0.37399 1.67873
C: 1.12610 -0.15644 3.41922
C: 3.23957 -0.79587 1.40300
H: 3.49381 1.93668 2.58351
H: 1.93391 2.76602 2.52219
H: 2.87948 2.55423 1.04442
H: 1.96829 -0.23001 4.11310
H: 0.64045 -1.13278 3.35770
H: 0.40171 0.54429 3.84419
H: 3.82750 -0.91310 2.31700
H: 3.90354 -0.42212 0.61684
H: 2.88528 -1.78072 1.09227
Cl: 6.44974 -0.62584 -5.38009
C: 5.10869 -0.47125 -4.28918
C: 4.41834 0.72868 -4.21659
C: 3.35302 0.83710 -3.34325
C: 2.97692 -0.24305 -2.54795
C: 3.68394 -1.44187 -2.63516
C: 4.75003 -1.55856 -3.50385
C: 1.85624 -0.12628 -1.61058
O: 1.22394 0.97618 -1.43459
O: 1.46910 -1.09574 -0.91245
H: 4.71793 1.56598 -4.83173
H: 2.79350 1.75950 -3.25772
H: 3.37976 -2.26796 -2.00601
H: 5.31472 -2.47774 -3.57786

Calculated values
- Charge: -1
- E_tot: -2922.15139 Ha
- Orbital gap (alpha / beta): 4.4093 / 7.2725 eV
- E_LUMO (alpha / beta): 2.31 / 2.30 eV
- Multiplicity: 2

2.
One molecule with the formula C25H24N2O6S in a non-equilibrium geometry, computed with wB97M-V/def2-TZVPD.

Geometry (Å):
C: -7.96054 -0.30569 -0.87040
C: -6.68976 0.16989 -0.21704
O: -6.55900 0.41467 0.95024
O: -5.71492 0.27057 -1.13783
C: -4.44832 0.73598 -0.80513
C: -3.36970 0.09549 -1.40350
C: -2.08465 0.53631 -1.16036
C: -1.86101 1.61421 -0.30395
C: -0.48734 2.05856 -0.02683
C: -0.08617 2.35199 1.27473
C: 1.22049 2.70956 1.54390
C: 2.15455 2.76976 0.51523
C: 3.56644 3.10175 0.84166
O: 3.89251 4.05608 1.51319
N: 4.53819 2.27762 0.31962
C: 4.43100 1.06192 -0.34582
C: 5.44533 0.67881 -1.22776
C: 5.36020 -0.50550 -1.93581
C: 4.24820 -1.32410 -1.80051
C: 3.26671 -0.95571 -0.90293
S: 1.74030 -1.88096 -0.77413
O: 1.96108 -3.21882 -1.24810
O: 0.72039 -1.09906 -1.41577
N: 1.47334 -1.83754 0.88194
C: 0.14786 -1.43808 1.31782
C: -0.81198 -2.62761 1.26660
O: -0.31809 -3.70615 2.02998
C: 0.93939 -4.13733 1.55553
C: 1.96609 -3.00056 1.59545
C: 3.35469 0.19699 -0.15348
C: 1.74583 2.53672 -0.79632
C: 0.44022 2.17908 -1.06086
C: -2.95146 2.24445 0.28810
C: -4.24255 1.81932 0.03634
H: -8.69092 -0.55551 -0.10737
H: -8.35151 0.48788 -1.50385
H: -7.75373 -1.16919 -1.49657
H: -3.55326 -0.74376 -2.05579
H: -1.24423 0.02247 -1.60323
H: -0.79862 2.27209 2.08237
H: 1.53662 2.92345 2.55398
H: 5.47706 2.64429 0.43007
H: 6.30019 1.32577 -1.36215
H: 6.15412 -0.78108 -2.61273
H: 4.13411 -2.23533 -2.36409
H: -0.19312 -0.64259 0.65773
H: 0.23196 -1.06180 2.34226
H: -1.78180 -2.36734 1.69337
H: -0.93851 -2.93222 0.21648
H: 1.24342 -4.95893 2.20602
H: 0.85295 -4.49476 0.51995
H: 2.89556 -3.31387 1.12094
H: 2.16131 -2.70127 2.63008
H: 2.57939 0.40215 0.56313
H: 2.45347 2.63159 -1.60691
H: 0.12984 1.99037 -2.07634
H: -2.79165 3.09415 0.93498
H: -5.08000 2.32085 0.49386

Calculated values
- Charge: 0
- E_tot: -1926.22879 Ha
- Orbital gap: 8.9560 eV
- E_LUMO: 0.29 eV

3.
A 2-piece molecular cluster, C25H24N3O6 overall in a non-equilibrium geometry, computed with wB97M-V/def2-TZVPD.

Geometry (Å):
C: -5.78857 3.53738 -1.03561
O: -5.41984 2.35056 -0.30171
C: -4.19991 1.79822 -0.52467
C: -3.84639 0.68447 0.27791
C: -2.53914 0.26859 0.30916
C: -1.52962 0.90237 -0.45397
C: -0.14260 0.56476 -0.21240
C: 0.88580 1.47081 -0.30950
C: 2.24888 0.94980 -0.37177
O: 2.52979 -0.24638 -0.26736
N: 3.28534 1.86441 -0.60225
C: 4.60343 1.30985 -0.81915
C: 3.16479 3.25435 -0.48688
O: 4.10901 4.03398 -0.59041
N: 1.86735 3.72046 -0.23023
C: 1.75971 5.15165 -0.05768
C: 0.71727 2.92033 -0.08964
O: -0.34292 3.45610 0.24321
C: -1.94887 1.87668 -1.40119
C: -3.25487 2.32495 -1.44621
H: -6.81316 3.74178 -0.72667
H: -5.13809 4.38193 -0.77497
H: -5.74600 3.36083 -2.11697
H: -4.60870 0.22133 0.90196
H: -2.23614 -0.54626 0.96711
H: 0.09819 -0.43428 0.13386
H: 5.28399 2.14527 -0.95232
H: 4.89682 0.68996 0.03403
H: 4.58240 0.67142 -1.70729
H: 0.71015 5.39204 0.08687
H: 2.34463 5.45812 0.81424
H: 2.16351 5.65331 -0.93981
H: -1.22185 2.29492 -2.10092
H: -3.53542 3.13140 -2.13318
C: 5.03833 -3.01510 0.18278
C: 3.83836 -3.44809 0.97259
O: 2.65794 -2.98077 0.26303
C: 1.54335 -2.92454 1.02170
C: 0.34335 -2.60540 0.21956
C: -0.95911 -3.01355 0.68384
C: -1.18283 -3.52055 1.99028
C: -2.41274 -4.06535 2.33931
C: -3.47811 -4.05756 1.42967
C: -3.31749 -3.43289 0.18614
C: -2.07886 -2.91667 -0.18932
C: 0.57637 -2.41521 -1.14583
N: 0.68553 -2.21764 -2.30220
O: 1.56658 -3.13278 2.23601
H: 5.94703 -3.42197 0.63481
H: 4.98111 -3.35960 -0.85440
H: 5.11074 -1.92339 0.17631
H: 3.77694 -4.54447 1.01593
H: 3.86377 -3.03386 1.98924
H: -0.35730 -3.50696 2.69355
H: -2.53746 -4.50888 3.32632
H: -4.43208 -4.52150 1.68825
H: -4.15774 -3.34896 -0.50591
H: -1.95466 -2.43940 -1.16727

Calculated values
- Charge: -1
- E_tot: -1582.86140 Ha
- Orbital gap: 5.1945 eV
- E_LUMO: 1.74 eV

4.
C25H24NO7SbSe4Tc as an isolated structure in a non-equilibrium geometry, computed with wB97M-V/def2-TZVPD.

Geometry (Å):
Tc: 0.41225 -0.03785 -2.32346
Se: 1.85323 -5.20704 -5.29609
Sb: 0.01586 -3.78951 -4.62846
Se: -0.86778 -1.81396 -2.94650
Se: 0.66942 -1.17084 -4.52148
Se: -1.90144 -4.02352 -6.02073
O: -2.94123 4.76513 -1.99209
C: -1.88160 4.25982 -2.21105
C: -1.40562 3.60509 -3.52699
O: -1.53883 4.02773 -4.63986
C: -0.72731 2.38446 -3.01236
C: -0.46946 2.48910 -1.66616
O: 0.06140 1.42601 -1.06108
C: -0.82870 3.83273 -1.16355
O: -0.40235 4.47981 -0.24480
O: -0.37706 1.27644 -3.64136
C: -4.57811 2.34662 2.57990
C: -3.87007 1.11959 2.04771
C: -4.62493 0.06764 1.54973
C: -4.00866 -1.05554 1.01887
C: -2.63011 -1.13542 1.01121
C: -1.84715 -0.09372 1.51873
N: -0.44485 -0.29162 1.38764
C: 0.58383 0.15371 2.20486
C: 0.40505 0.19852 3.59554
C: 1.42733 0.58885 4.43576
C: 2.66421 0.97492 3.92367
C: 2.85149 0.94956 2.55519
C: 1.83863 0.52231 1.68993
C: 2.18706 0.51736 0.24466
O: 2.91809 1.26092 -0.30825
O: 1.59138 -0.59039 -0.38859
C: -2.46127 1.07004 2.02133
C: -1.69219 2.28588 2.48125
H: -5.64591 2.15191 2.69779
H: -4.46510 3.19138 1.89129
H: -4.17451 2.65849 3.54738
H: -5.70942 0.13620 1.56203
H: -4.60082 -1.87139 0.61948
H: -2.13098 -2.01077 0.61210
H: -0.16574 -0.63941 0.48929
H: -0.55669 -0.10025 3.99534
H: 1.26236 0.59335 5.50914
H: 3.46406 1.29475 4.58171
H: 3.79579 1.24734 2.11810
H: -1.54079 2.28507 3.56743
H: -2.22655 3.19610 2.21849
H: -0.71473 2.35456 2.01498
C: 3.70603 -2.33013 -0.25449
C: 2.68816 -2.44739 -1.40375
C: 1.62577 -3.44687 -0.94879
C: 3.41329 -2.93441 -2.65454
C: 2.15928 -1.04262 -1.64163
H: 4.24057 -3.27886 -0.15273
H: 3.21173 -2.11584 0.69540
H: 4.44019 -1.53978 -0.45108
H: 2.11733 -4.33286 -0.53018
H: 0.99677 -3.78549 -1.75916
H: 0.98434 -3.02185 -0.17386
H: 3.38581 -4.01124 -2.72296
H: 4.46608 -2.61904 -2.63298
H: 2.98764 -2.53919 -3.56093
H: 3.00552 -0.43457 -1.90601

Calculated values
- Charge: -1
- E_tot: -11475.30979 Ha
- Orbital gap (alpha / beta): 5.1429 / 5.1442 eV
- E_LUMO (alpha / beta): 0.01 / 0.02 eV